# 1
C48H33I4N4O4RuS2 | ωB97M-V/def2-TZVPD

Calculated values
Total energy   -121117.371 eV
Kohn-Sham gap (alpha / beta)   5.3 / 5.3 eV
HOMO energy (alpha / beta)   -4.07 / -4.08 eV
Total charge   -1

Cartesian coordinates (Å):
Ru: -0.2488 -0.2430 0.0286
I: -2.7816 8.5633 -3.7124
C: -2.3577 6.6736 -2.9225
C: -1.4778 6.5555 -1.8563
C: -1.2068 5.3014 -1.3349
C: -1.8034 4.1455 -1.8545
C: -2.6589 4.2969 -2.9492
C: -2.9462 5.5487 -3.4753
C: -1.4815 2.8360 -1.2744
C: -0.0883 2.5168 -0.9054
C: 0.9144 2.4884 -1.7861
C: 2.0312 1.5759 -1.4801
C: 1.1561 1.4959 0.8618
C: 1.3914 0.9438 2.1175
C: 0.6930 1.3477 3.3205
C: -0.1832 2.4486 3.3802
C: -0.7790 2.8383 4.5688
C: -0.5251 2.1375 5.7366
I: -1.4330 2.7234 7.5289
C: 0.3254 1.0421 5.7135
C: 0.9231 0.6587 4.5251
C: 1.9939 -0.3950 1.9544
N: 1.3031 -1.1273 1.0706
C: 1.8808 -2.3641 0.9767
C: 1.2595 -3.3807 0.2421
C: 1.9812 -4.6771 0.1191
C: 2.5229 -5.0485 -1.1080
C: 3.2108 -6.2478 -1.2384
C: 3.3507 -7.0740 -0.1340
I: 4.3794 -8.8880 -0.3243
C: 2.8249 -6.7171 1.0973
C: 2.1452 -5.5121 1.2176
C: -0.0064 -3.2811 -0.3268
C: -0.7779 -4.3848 -0.7970
C: -2.0443 -3.9324 -1.0188
C: -2.0494 -2.5262 -0.7199
N: -0.8288 -2.1531 -0.3143
C: -3.1810 -1.6524 -0.8987
C: -3.1189 -0.2820 -0.9433
C: -4.2638 0.5920 -1.2341
C: -3.8018 1.8383 -1.3716
C: -2.3543 1.7999 -1.1492
N: -1.9977 0.4936 -0.8168
C: -4.4898 -2.3223 -1.1483
C: -5.1272 -2.2400 -2.3850
C: -6.3417 -2.8725 -2.6170
C: -6.9245 -3.6106 -1.6000
I: -8.7517 -4.5739 -1.9375
C: -6.3094 -3.7218 -0.3621
C: -5.0994 -3.0773 -0.1466
C: 2.9987 -2.4002 1.8507
C: 3.0611 -1.1669 2.4742
N: 0.0299 1.9479 0.3624
H: -1.0121 7.4342 -1.4307
H: -0.5261 5.2101 -0.4966
H: -3.0826 3.4170 -3.4147
H: -3.6095 5.6397 -4.3249
H: 0.8070 2.8505 -2.7995
H: 2.9585 1.7902 -1.9884
H: -0.4228 2.9894 2.4754
H: -1.4520 3.6860 4.5766
H: 0.5257 0.4855 6.6196
H: 1.5812 -0.2017 4.5199
H: 2.4318 -4.3781 -1.9519
H: 3.6397 -6.5249 -2.1915
H: 2.9402 -7.3671 1.9538
H: 1.7271 -5.2208 2.1733
H: -0.4122 -5.3938 -0.9044
H: -2.8927 -4.5017 -1.3636
H: -5.2864 0.2590 -1.3082
H: -4.3708 2.7310 -1.5737
H: -4.6578 -1.6724 -3.1795
H: -6.8213 -2.7953 -3.5834
H: -6.7688 -4.2987 0.4290
H: -4.6142 -3.1582 0.8186
H: 3.6741 -3.2306 1.9795
H: 3.8023 -0.8390 3.1873
C: 2.7245 3.8643 0.9893
C: 3.4522 2.6378 0.4832
C: 4.2587 1.9253 1.5481
C: 4.3463 2.9567 -0.6998
O: 2.3673 1.6304 -0.0057
H: 3.4734 4.5879 1.3151
H: 2.0889 3.6311 1.8444
H: 2.1278 4.3164 0.1947
H: 5.1369 2.5392 1.7619
H: 4.5779 0.9522 1.1764
H: 3.6877 1.7997 2.4635
H: 5.1771 3.5406 -0.3021
H: 3.8467 3.5645 -1.4540
H: 4.7597 2.0518 -1.1484
O: 4.0959 -0.6653 -0.5202
S: 3.6242 -0.8667 -1.8673
O: 4.2015 0.0338 -2.8448
O: 3.4062 -2.2278 -2.2903
S: 1.5512 -0.1197 -1.8700

# 2
C20H23ClN2O2S | ωB97M-V/def2-TZVPD

Calculated values
Total energy   -51547.802 eV
Kohn-Sham gap   9.1 eV
SMILES   Cc1ccc(CNC(=O)[C@H]2CCC(=O)N(CCc3ccc(Cl)cc3)C2)s1
HOMO energy   -8.75 eV
Total charge   0
Energy relative to the best compared isomer or geometry (same formula, charge and spin)   0.0 kcal/mol

Cartesian coordinates (Å):
C: 2.7428 4.8551 4.1591
C: 2.9503 4.0893 2.9021
C: 3.9232 3.1891 2.6057
C: 3.8156 2.6510 1.3023
C: 2.7643 3.1506 0.6030
C: 2.3087 2.7868 -0.7709
N: 1.2644 1.7783 -0.7324
C: 1.4879 0.4914 -1.0728
O: 2.5517 0.0959 -1.4989
C: 0.2508 -0.3972 -0.9267
C: -0.6777 -0.1782 -2.1372
C: -0.4930 -1.2983 -3.1599
C: -0.9051 -2.5990 -2.5065
O: -1.7120 -3.3736 -2.9833
N: -0.3160 -2.7864 -1.3032
C: -0.6883 -3.9157 -0.4839
C: -1.4435 -3.4948 0.7905
C: -2.4483 -2.4133 0.5060
C: -3.4334 -2.5893 -0.4595
C: -4.3185 -1.5721 -0.7641
C: -4.2267 -0.3641 -0.0914
Cl: -5.3187 0.9229 -0.4795
C: -3.2688 -0.1738 0.8900
C: -2.3864 -1.2000 1.1794
C: 0.6966 -1.8670 -0.8476
S: 1.8684 4.2941 1.5592
H: 3.5078 4.5892 4.8847
H: 2.7956 5.9272 3.9702
H: 1.7632 4.6406 4.5857
H: 4.7007 2.9159 3.2969
H: 4.4956 1.9240 0.8961
H: 1.9329 3.6689 -1.2988
H: 3.1387 2.3476 -1.3301
H: 0.3810 2.0455 -0.3272
H: -0.2796 -0.1153 -0.0135
H: -0.4727 0.7878 -2.6029
H: -1.7182 -0.1768 -1.8043
H: 0.5502 -1.3483 -3.4771
H: -1.1189 -1.1355 -4.0368
H: 0.2042 -4.4887 -0.2113
H: -1.3266 -4.5398 -1.1127
H: -1.9448 -4.3769 1.1951
H: -0.7371 -3.1399 1.5436
H: -3.5024 -3.5214 -0.9972
H: -5.0705 -1.7128 -1.5240
H: -3.2130 0.7663 1.4168
H: -1.6408 -1.0514 1.9487
H: 0.9632 -2.1197 0.1789
H: 1.6031 -1.9683 -1.4603